*1*
The following is a quantum chemistry calculation of an isolated molecule of C4H6BrN3, from the Open Molecules 2025 dataset.

Positions of all 14 atoms, in Å:
C: -1.1215 0.5382 -0.0993
C: -0.6183 -1.7161 -0.2553
C: 0.9927 -0.1743 0.2879
C: 0.7208 2.2171 -0.2308
N: -1.4030 -0.7493 -0.0930
N: 0.2751 0.8771 -0.0898
N: -0.6484 -2.9260 0.2363
Br: 2.8944 -0.0925 0.1806
H: -2.0409 1.0969 -0.3019
H: 1.8220 2.2969 -0.5494
H: -0.0468 2.8927 -0.6232
H: 0.9167 2.6763 0.8278
H: -0.4623 -3.7410 -0.3558
H: -1.2807 -3.1958 1.0659

Output
Frontier orbital gap = 7.87 eV
E_HOMO = -7.22 eV
Total charge = 0

=====

*2*
The following is a quantum chemistry calculation of an isolated molecule of C4H6BrN3, from the Open Molecules 2025 dataset.

Positions of all 14 atoms, in Å:
C: 0.5735 0.4181 0.1357
C: -0.2685 0.7752 2.2728
C: -1.5156 -0.5687 -0.1344
C: -0.1338 -0.1005 -2.0645
N: 0.5204 0.5923 1.3721
N: -0.4400 -0.0840 -0.7159
N: -0.4683 0.1961 3.3409
Br: -2.7666 -1.4873 -1.2485
H: 1.3368 0.8379 -0.4861
H: 0.3325 -1.1037 -2.2537
H: -0.9469 0.1282 -2.7309
H: 0.6328 0.6828 -2.2946
H: -0.8347 0.6104 4.1708
H: -0.3128 -0.8450 3.3072

Output
Frontier orbital gap (spin up / spin down) = 7.71 / 7.71 eV
E_HOMO (spin up / spin down) = -7.29 / -7.29 eV
Total charge = 0

=====

Tell me which of them is the most stable. Sure, it is *1*.

=====

*1*
The following is a quantum chemistry calculation of a cluster of 2 separate species, H3O4PSi in total, from the Open Molecules 2025 dataset.

Positions of all 9 atoms, in Å:
O: 1.4822 -1.0861 1.5290
O: 1.8738 -0.9943 -0.9854
O: -0.5254 -1.4811 -0.1006
O: 1.0504 2.8035 0.2029
Si: 0.3615 1.4787 -0.1056
P: 0.9282 -0.7141 0.1592
H: -1.4146 -0.9755 -0.0445
H: -0.8048 1.4126 -1.2552
H: -2.9513 -0.4436 0.6002

Output
Frontier orbital gap (spin up / spin down) = 5.80 / 5.80 eV
E_HOMO (spin up / spin down) = 0.72 / 0.72 eV
Total charge = -2

=====

*2*
The following is a quantum chemistry calculation of a cluster of 2 separate species, H3O4PSi in total, from the Open Molecules 2025 dataset.

Positions of all 9 atoms, in Å:
O: 0.4814 -0.1665 -2.7799
O: -0.0871 -2.2867 -1.3688
O: 1.8537 -0.7071 -0.7338
O: -1.9769 1.0686 1.9130
Si: -0.1009 0.2346 0.3978
P: 0.4694 -0.8607 -1.4620
H: -1.3649 1.8129 2.0563
H: 0.2249 -0.7597 1.4198
H: 0.5003 1.6647 0.5576

Output
Frontier orbital gap = 7.37 eV
E_HOMO = -0.50 eV
Total charge = -2

=====

Tell me which of them is the most stable. Sure, it is *2*.

=====

*1*
The following is a quantum chemistry calculation of an isolated molecule of CH3NO2S, from the Open Molecules 2025 dataset.

Positions of all 8 atoms, in Å:
C: -0.4837 1.2646 0.1280
N: 0.2861 -0.8405 -0.0804
O: 0.4389 -3.2636 -0.1434
O: 0.6912 0.4738 -0.0672
S: 1.2777 -2.0671 -0.2417
H: -0.1631 2.3039 -0.2211
H: -0.8034 1.0790 1.2074
H: -1.2437 1.0499 -0.5816

Output
Frontier orbital gap = 8.92 eV
E_HOMO = -9.61 eV
Total charge = 0

=====

*2*
The following is a quantum chemistry calculation of a cluster of 2 separate species, CH3NO2S in total, from the Open Molecules 2025 dataset.

Positions of all 8 atoms, in Å:
C: -0.0012 0.3177 0.0090
N: -4.0492 -0.0286 -0.8110
O: -4.5897 -0.9485 -0.4244
O: -2.5070 0.5175 0.7560
S: -1.4331 1.3986 0.2111
H: 0.0496 -0.5103 0.5756
H: 0.9010 0.8405 0.0482
H: -0.0773 0.1439 -1.0528

Output
Frontier orbital gap (spin up / spin down) = 9.68 / 6.63 eV
E_HOMO (spin up / spin down) = -8.89 / -7.72 eV
Total charge = 0

=====

*3*
The following is a quantum chemistry calculation of an isolated molecule of CH3NO2S, from the Open Molecules 2025 dataset.

Positions of all 8 atoms, in Å:
N: -1.5945 -1.0231 -0.3526
S: -0.4629 0.0541 -0.1130
O: -1.0820 1.3800 -0.2067
C: 1.4115 0.0739 0.1158
O: 0.4317 -0.2049 1.1978
H: -2.2682 -0.5074 -0.9215
H: 1.8466 -0.8850 -0.0035
H: 1.7179 1.1125 0.2837

Output
Frontier orbital gap = 9.67 eV
E_HOMO = -10.16 eV
Total charge = 0

=====

*4*
The following is a quantum chemistry calculation of a cluster of 2 separate species, CH3NO2S in total, from the Open Molecules 2025 dataset.

Positions of all 8 atoms, in Å:
C: 0.1314 1.1118 -0.2303
N: -0.4261 -1.0437 0.7041
O: 0.4382 -0.8396 1.5150
O: -0.6939 -0.1108 -0.2649
S: -0.3049 -3.0619 -1.0111
H: -0.6380 1.9171 -0.5809
H: 0.8707 1.0412 -0.9064
H: 0.6225 0.9860 0.7746

Output
Frontier orbital gap (spin up / spin down) = 7.36 / 7.34 eV
E_HOMO (spin up / spin down) = -9.63 / -9.64 eV
Total charge = 0

=====

Tell me which of them is the most stable. Sure, it is *1*.

=====

*1*
The following is a quantum chemistry calculation of an isolated molecule of CH3NO2S, from the Open Molecules 2025 dataset.

Positions of all 8 atoms, in Å:
C: 0.5864 -0.1453 -0.7752
N: 1.5269 -0.7942 -0.3225
O: -0.9499 -1.0398 1.5318
O: -1.6366 1.1014 0.4077
S: -1.3223 -0.5274 0.2413
H: 0.4990 0.6073 -1.5548
H: 2.4703 -0.6759 -0.6946
H: -1.1738 1.4738 1.1663

Output
Frontier orbital gap = 9.34 eV
E_HOMO = -8.75 eV
Total charge = 0

=====

*2*
The following is a quantum chemistry calculation of a cluster of 2 separate species, CH3NO2S in total, from the Open Molecules 2025 dataset.

Positions of all 8 atoms, in Å:
C: -0.2591 -0.2309 -0.6921
N: -3.4154 0.1356 0.4338
O: -4.4598 -0.2289 0.7827
O: -2.8371 1.1789 0.3061
S: -1.1641 -1.7271 -0.7446
H: -0.1572 0.3162 -1.5788
H: 0.6123 -0.4034 -0.1634
H: -0.9056 0.3011 0.1024

Output
Frontier orbital gap (spin up / spin down) = 7.25 / 7.70 eV
E_HOMO (spin up / spin down) = -8.92 / -9.30 eV
Total charge = 0

=====

*3*
The following is a quantum chemistry calculation of an isolated molecule of CH3NO2S, from the Open Molecules 2025 dataset.

Positions of all 8 atoms, in Å:
C: 0.9892 0.1152 0.1413
S: -0.8361 0.7260 0.4348
O: -1.0428 1.7814 -0.4943
N: -1.6013 -0.9004 -0.3057
O: -1.1888 -1.9284 0.1064
H: 0.8017 -0.9323 0.1312
H: 1.6580 0.7715 0.8390
H: 1.2200 0.3671 -0.8526

Output
Frontier orbital gap = 7.97 eV
E_HOMO = -8.89 eV
Total charge = 0

=====

*4*
The following is a quantum chemistry calculation of a cluster of 2 separate species, CH3NO2S in total, from the Open Molecules 2025 dataset.

Positions of all 8 atoms, in Å:
C: -0.7024 0.7229 -0.3737
N: -1.0844 -0.3590 0.1184
O: 2.3172 0.8714 0.6429
O: 1.2537 -1.3296 0.1147
S: 1.8423 0.0295 -0.3705
H: -1.3060 1.5971 -0.5072
H: -2.0276 -0.5912 0.4216
H: -0.2928 -0.9413 -0.0463

Output
Frontier orbital gap (spin up / spin down) = 8.97 / 8.97 eV
E_HOMO (spin up / spin down) = -8.97 / -8.97 eV
Total charge = 0

=====

Tell me which of them is the most stable. Sure, it is *1*.

=====

*1*
The following is a quantum chemistry calculation of a cluster of 2 separate species, C4H3IN2 in total, from the Open Molecules 2025 dataset.

Positions of all 10 atoms, in Å:
C: 0.7611 0.7206 -1.2307
C: -0.2275 -0.0206 -0.6891
C: -1.4614 0.6014 -0.2774
N: -2.3316 1.1765 0.1708
C: -0.0865 -1.3584 -0.2878
N: 0.0262 -2.4765 -0.1191
H: 1.7187 0.4027 -1.6303
H: 0.5752 1.7580 -1.3518
I: 0.4739 0.1851 3.2521
H: 0.5520 -0.9889 2.1632

Output
Frontier orbital gap = 9.10 eV
E_HOMO = -10.14 eV
Total charge = 0

=====

*2*
The following is a quantum chemistry calculation of a cluster of 2 separate species, C4H3IN2 in total, from the Open Molecules 2025 dataset.

Positions of all 10 atoms, in Å:
C: 0.0210 4.3209 0.5845
C: 0.4069 0.1839 -0.3737
C: -0.5975 0.1268 0.4251
C: -1.3666 2.3705 1.0578
N: 0.6153 5.2903 0.3989
N: -0.4911 3.1504 0.7175
I: -3.2315 2.6121 1.9459
H: 0.8736 -0.7185 -0.7628
H: 0.8478 1.1147 -0.6993
H: -1.2567 -0.5426 0.9218

Output
Frontier orbital gap (spin up / spin down) = 7.65 / 7.53 eV
E_HOMO (spin up / spin down) = -8.53 / -8.62 eV
Total charge = 0

=====

Tell me which of them is the most stable. Sure, it is *1*.

=====

*1*
The following is a quantum chemistry calculation of a structure of composition C3H3NO3, from the Open Molecules 2025 dataset.

Positions of all 10 atoms, in Å:
C: 0.5978 0.6612 0.0746
C: -0.2010 -0.5076 0.2591
O: 1.8318 0.7335 -0.3782
O: 0.2201 -1.6453 -0.4283
N: -0.1852 1.7503 0.1894
C: -1.3099 1.0868 -0.0703
O: -2.4201 1.1969 -0.4429
H: 2.1995 -0.1630 -0.4325
H: -0.1755 -2.4336 -0.0419
H: -0.5576 -0.6791 1.2709

Output
Frontier orbital gap = 8.94 eV
E_HOMO = -8.69 eV
Total charge = 0

=====

*2*
The following is a quantum chemistry calculation of a cluster of 2 separate species, C3H3NO3 in total, from the Open Molecules 2025 dataset.

Positions of all 10 atoms, in Å:
C: -0.4691 1.2230 0.0499
C: -1.0774 0.0249 -0.5411
C: 0.0973 -0.0745 0.4048
N: 1.3775 -0.5781 -0.0099
O: -0.3936 2.3959 0.1556
O: 1.5022 -0.7479 -1.2056
O: 2.2240 -0.7567 0.8277
H: -2.0548 -0.2644 -0.1822
H: -0.9077 -0.2364 -1.5789
H: -0.2984 -0.9857 2.0797

Output
Frontier orbital gap (spin up / spin down) = 8.23 / 8.22 eV
E_HOMO (spin up / spin down) = -10.27 / -10.27 eV
Total charge = 0

=====

*3*
The following is a quantum chemistry calculation of a structure of composition C3H3NO3, from the Open Molecules 2025 dataset.

Positions of all 10 atoms, in Å:
N: 0.4948 -1.2179 -0.8518
C: 0.2298 -0.4699 0.1194
O: 0.1419 0.9306 0.1845
C: -0.5619 1.5448 -0.7912
O: -1.0552 1.0137 -1.7457
C: 0.0917 -1.0523 1.5229
O: 1.2865 -0.7568 1.5729
H: 0.2478 -0.7882 -1.7327
H: -0.6208 2.6145 -0.5555
H: -0.2545 -1.8185 2.2773

Output
Frontier orbital gap = 9.28 eV
E_HOMO = -9.35 eV
Total charge = 0

=====

Tell me which of them is the most stable. Sure, it is *1*.